1.
Here is an isolated ion of composition C3H6O2P and charge -1 from the Open Molecules 2025 dataset. Energies are from ωB97M-V with the def2-TZVPD basis set.

Each line ends with the Mulliken charge.
CARTESIAN COORDINATES (ANGSTROEM)
C1 1.497 1.083 0.187  -0.717
C2 -0.782 -1.529 0.939  -0.943
C3 0.857 0.393 -0.691  0.090
O1 -1.379 1.114 0.631  -0.752
O2 -1.694 -0.433 -1.472  -0.615
P1 -0.783 -0.086 -0.020  0.571
H1 2.641 1.428 0.084  0.176
H2 1.117 1.086 1.152  0.241
H3 -0.592 -1.181 1.910  0.222
H4 -0.303 -2.456 0.649  0.230
H5 1.459 0.046 -1.779  0.203
H6 -2.041 0.533 -1.589  0.295

Energy above the lowest of the compared OMol25 structures with the same formula, charge and spin (kcal per mole): 63.47
Total energy (eV): -16591.5188
E_HOMO (eV): -2.37
Total charge: -1
Structure (SMILES): C=C[P@@](=C)([O-])O

2.
Here is a 2-piece molecular cluster, C3H6O2S overall from the Open Molecules 2025 dataset. Energies are from ωB97M-V with the def2-TZVPD basis set.

Each line ends with the Mulliken charge.
CARTESIAN COORDINATES (ANGSTROEM)
C1 1.828 0.847 0.154  -0.561
C2 2.448 -0.325 0.016  -0.483
C3 -1.330 -0.881 -0.535  0.107
O1 -3.424 0.229 0.545  -0.458
O2 -1.603 -1.797 0.182  -0.410
S1 -1.949 0.750 -0.161  0.090
H1 1.775 1.656 -0.530  0.267
H2 1.145 1.058 0.926  0.271
H3 2.467 -1.099 0.699  0.279
H4 3.158 -0.594 -0.746  0.240
H5 -0.680 -0.884 -1.452  0.337
H6 -3.836 1.039 0.902  0.320

Energy above the lowest of the compared OMol25 structures with the same formula, charge and spin (kcal per mole): 71.30
Total energy (eV): -18135.8556
E_HOMO (eV): -9.30
Total charge: 0
Structure (SMILES): O=CSO.C=C

3.
Here is C3H6O2S as an isolated structure from the Open Molecules 2025 dataset. Energies are from ωB97M-V with the def2-TZVPD basis set.

Each line ends with the Mulliken charge.
CARTESIAN COORDINATES (ANGSTROEM)
C1 1.049 -0.539 0.741  -0.405
C2 0.112 0.397 0.080  0.455
C3 -1.147 0.089 -0.637  -0.332
H1 2.663 0.824 -0.174  0.162
H2 1.224 0.036 1.660  0.293
H3 0.429 -1.517 0.835  0.287
H4 -0.753 -0.179 -1.767  0.188
H5 -1.554 1.211 -0.426  0.286
H6 -2.947 -0.358 0.166  0.388
O1 0.418 1.553 0.033  -0.552
O2 -1.952 -1.009 -0.087  -0.539
S1 2.459 -0.509 -0.425  -0.231

Energy above the lowest of the compared OMol25 structures with the same formula, charge and spin (kcal per mole): 81.77
Total energy (eV): -18135.4015
E_HOMO (eV): -9.21
Total charge: 0

4.
Here is one molecule with the formula C3H6O2S from the Open Molecules 2025 dataset. Energies are from ωB97M-V with the def2-TZVPD basis set.

Each line ends with the Mulliken charge.
CARTESIAN COORDINATES (ANGSTROEM)
C1 -2.150 -0.542 0.013  -0.734
C2 0.099 1.175 0.028  0.630
C3 2.037 -0.264 -0.043  -0.632
H1 -1.849 -1.095 -0.859  0.282
H2 -1.702 -1.089 0.853  0.267
H3 -3.251 -0.491 0.090  0.297
H4 2.510 0.400 -0.792  0.294
H5 2.125 -1.308 -0.290  0.228
H6 2.452 -0.044 0.926  0.285
O1 0.794 2.166 0.026  -0.547
O2 0.583 -0.071 0.071  -0.312
S1 -1.650 1.162 -0.022  -0.058

Energy above the lowest of the compared OMol25 structures with the same formula, charge and spin (kcal per mole): 12.89
Total energy (eV): -18138.3884
E_HOMO (eV): -9.48
Total charge: 0
Structure (SMILES): COC(=O)SC

5.
Here is a 2-piece molecular cluster, C3H6O2S overall from the Open Molecules 2025 dataset. Energies are from ωB97M-V with the def2-TZVPD basis set.

Each line ends with the Mulliken charge.
CARTESIAN COORDINATES (ANGSTROEM)
C1 0.608 -1.743 -1.139  -0.653
C2 0.866 -0.532 -0.737  -0.097
C3 -0.551 0.788 0.581  0.292
O1 -1.283 -0.127 1.390  -0.451
O2 -1.390 1.427 -0.257  -0.470
S1 0.597 1.954 1.479  -0.224
H1 1.228 -2.264 -1.742  0.324
H2 -0.321 -2.141 -1.057  0.250
H3 1.821 0.143 -0.729  0.237
H4 -2.065 -0.357 0.915  0.309
H5 -0.757 2.054 -0.580  0.316
H6 1.246 0.797 1.876  0.167

Energy above the lowest of the compared OMol25 structures with the same formula, charge and spin (kcal per mole): 116.33
Total energy (eV): -18133.9030
E_HOMO (eV): -8.08
Total charge: 0

6.
Here is one molecule with the formula C3H6O2S2 from the Open Molecules 2025 dataset. Energies are from ωB97M-V with the def2-TZVPD basis set.

Each line ends with the Mulliken charge.
CARTESIAN COORDINATES (ANGSTROEM)
C1 0.609 0.794 -0.612  -0.558
C2 0.982 0.441 0.860  -0.537
C3 -0.404 -0.355 -0.990  -0.725
O1 -0.782 -2.104 0.904  -0.619
O2 -0.298 0.226 1.525  -0.307
S1 -2.995 -0.407 0.475  -0.355
S2 -1.147 -0.731 0.574  0.887
H1 -0.005 1.659 -0.780  0.302
H2 1.623 0.868 -1.080  0.311
H3 1.639 -0.363 0.873  0.380
H4 1.526 1.265 1.190  0.418
H5 -1.055 -0.046 -1.663  0.559
H6 0.306 -1.250 -1.276  0.244

Energy above the lowest of the compared OMol25 structures with the same formula, charge and spin (kcal per mole): 64.39
Total energy (eV): -28971.5010
E_HOMO (eV): -9.35
Total charge: 0
Structure (SMILES): O=[S@]1(=S)CCCO1